Entry 1:
Formula: C35H55CeN4OP2
Source: the Open Molecules 2025 dataset
Level of theory: ωB97M-V/def2-TZVPD

Atoms and positions in Å:
C 1.84 1.98 1.34
C 0.48 2.82 -0.38
C 2.24 3.26 1.69
C 0.99 4.11 -0.18
C 1.86 4.34 0.89
H 2.88 3.39 2.56
H 0.69 4.92 -0.85
H 2.21 5.34 1.10
N 0.94 1.76 0.36
P 2.38 -0.80 1.15
P -2.01 1.48 -0.96
C 2.42 0.78 2.10
H 3.47 0.99 2.38
H 1.87 0.65 3.04
C -0.53 2.51 -1.44
H -0.88 3.41 -1.95
C -2.95 1.07 -2.58
C -2.97 2.71 0.08
C 3.95 -0.73 0.06
C 2.38 -2.15 2.46
C -2.50 -0.31 -3.10
H -2.64 -1.10 -2.36
H -3.12 -0.56 -3.98
H -1.45 -0.32 -3.44
C -4.47 0.97 -2.33
H -4.69 0.23 -1.55
H -4.94 1.93 -2.09
H -4.94 0.61 -3.26
C -2.65 2.14 -3.64
H -3.24 1.91 -4.54
H -2.93 3.15 -3.32
H -1.59 2.13 -3.91
C -4.15 1.96 0.74
H -3.80 1.07 1.27
H -4.62 2.64 1.47
H -4.92 1.66 0.02
C -2.09 3.27 1.20
H -1.60 2.47 1.77
H -1.32 3.95 0.82
H -2.73 3.84 1.89
C -3.46 3.88 -0.79
H -2.64 4.40 -1.29
H -4.20 3.58 -1.54
H -3.94 4.61 -0.12
C 2.50 -3.51 1.75
H 2.47 -4.30 2.52
H 1.67 -3.69 1.05
H 3.45 -3.63 1.20
C 1.03 -2.11 3.21
H 0.86 -1.15 3.71
H 0.18 -2.32 2.56
H 1.06 -2.89 3.99
C 3.51 -1.95 3.48
H 3.50 -0.94 3.91
H 3.35 -2.66 4.30
H 4.50 -2.14 3.06
C 4.22 0.71 -0.43
H 4.49 1.38 0.40
H 5.06 0.69 -1.13
H 3.35 1.14 -0.96
C 3.70 -1.63 -1.17
H 2.92 -1.22 -1.83
H 4.63 -1.68 -1.76
H 3.42 -2.66 -0.90
C 5.20 -1.21 0.82
H 5.38 -0.61 1.73
H 5.16 -2.27 1.09
H 6.07 -1.07 0.17
Ce 0.04 -0.45 -0.57
C -1.24 -0.05 1.49
O -1.74 0.10 2.53
N 0.65 0.36 -2.56
C 0.53 1.56 -2.82
C 1.26 2.44 -3.88
C 0.62 3.81 -4.05
C 2.69 2.62 -3.38
C 1.20 1.64 -5.18
H -0.44 3.73 -4.33
H 0.72 4.41 -3.14
H 1.14 4.34 -4.86
H 3.17 1.66 -3.21
H 3.29 3.18 -4.11
H 2.70 3.19 -2.44
H 1.63 2.18 -6.03
H 1.75 0.70 -5.04
H 0.16 1.40 -5.42
N -4.14 -5.23 2.15
C -3.34 -4.88 1.38
C -2.33 -4.47 0.42
C -1.86 -5.38 -0.54
C -0.90 -4.96 -1.45
C -0.44 -3.64 -1.39
N -0.90 -2.76 -0.46
C -1.84 -3.17 0.44
H -2.25 -6.40 -0.55
H -0.50 -5.63 -2.21
H 0.31 -3.26 -2.09
H -2.19 -2.42 1.16

Summary:
E_HOMO (spin up / spin down)   -16.594 / -16.595 eV
Gap between HOMO and LUMO (spin up / spin down)   0.2138 / 0.2130 Eh
Largest force on an atom   7.04 eV Å⁻¹
DFT total energy   -2817.7892 hartree
Energy relative to the best compared isomer or geometry (same formula, charge and spin)   21.4 kJ/mol
Net charge   +3

Table of Löwdin atomic charges, one value per atom, all in e: number 1, C, carries -0.2940; number 2, C, carries -0.3153; number 3, C, carries 0.0229; number 4, C, carries 0.0022; number 5, C, carries 0.0268; number 6, H, carries 0.1417; number 7, H, carries 0.1354; number 8, H, carries 0.1402; number 9, N, carries 0.0158; number 10, P, carries 1.0666; number 11, P, carries 1.1160; number 12, C, carries -0.2367; number 13, H, carries 0.1077; number 14, H, carries 0.1051; number 15, C, carries -0.2235; number 16, H, carries 0.0840; number 17, C, carries -0.6280; number 18, C, carries -0.6536; number 19, C, carries -0.6525; number 20, C, carries -0.6795; number 21, C, carries -0.0877; number 22, H, carries 0.0787; number 23, H, carries 0.1158; number 24, H, carries 0.0617; number 25, C, carries -0.0704; number 26, H, carries 0.0939; number 27, H, carries 0.0772; number 28, H, carries 0.1136; number 29, C, carries -0.0558; number 30, H, carries 0.1222; number 31, H, carries 0.0880; number 32, H, carries 0.0490; number 33, C, carries -0.0632; number 34, H, carries 0.0690; number 35, H, carries 0.1126; number 36, H, carries 0.0690; number 37, C, carries -0.0603; number 38, H, carries 0.0616; number 39, H, carries 0.0760; number 40, H, carries 0.1180; number 41, C, carries -0.0559; number 42, H, carries 0.0854; number 43, H, carries 0.0738; number 44, H, carries 0.1183; number 45, C, carries -0.0688; number 46, H, carries 0.1117; number 47, H, carries 0.0707; number 48, H, carries 0.0778; number 49, C, carries -0.0809; number 50, H, carries 0.0817; number 51, H, carries 0.0570; number 52, H, carries 0.1149; number 53, C, carries -0.0624; number 54, H, carries 0.0893; number 55, H, carries 0.1100; number 56, H, carries 0.0722; number 57, C, carries -0.0708; number 58, H, carries 0.0928; number 59, H, carries 0.1156; number 60, H, carries 0.0563; number 61, C, carries -0.0806; number 62, H, carries 0.0578; number 63, H, carries 0.1120; number 64, H, carries 0.0778; number 65, C, carries -0.0707; number 66, H, carries 0.0937; number 67, H, carries 0.0806; number 68, H, carries 0.1113; number 69, Ce, carries 0.9499; number 70, C, carries -0.1140; number 71, O, carries 0.1809; number 72, N, carries -0.0199; number 73, C, carries -0.1737; number 74, C, carries -0.5554; number 75, C, carries -0.0309; number 76, C, carries -0.0202; number 77, C, carries -0.0205; number 78, H, carries 0.0824; number 79, H, carries 0.0768; number 80, H, carries 0.1190; number 81, H, carries 0.0836; number 82, H, carries 0.1180; number 83, H, carries 0.0846; number 84, H, carries 0.1123; number 85, H, carries 0.0944; number 86, H, carries 0.0918; number 87, N, carries 0.2262; number 88, C, carries -0.1352; number 89, C, carries -0.1585; number 90, C, carries 0.0615; number 91, C, carries 0.0225; number 92, C, carries -0.0878; number 93, N, carries -0.1035; number 94, C, carries -0.0440; number 95, H, carries 0.1529; number 96, H, carries 0.1384; number 97, H, carries 0.1319; number 98, H, carries 0.1164


Entry 2:
Formula: C35H55N3O6S
Source: the Open Molecules 2025 dataset
Level of theory: ωB97M-V/def2-TZVPD

Atoms and positions in Å:
C 5.28 -2.97 1.67
C 4.53 -1.85 1.62
C 4.95 -0.52 2.22
C 4.23 0.58 1.44
C 4.82 0.98 0.26
C 4.21 1.93 -0.54
C 4.80 2.38 -1.86
C 5.49 1.17 -2.55
C 5.44 1.26 -4.09
S 3.72 0.96 -4.65
C 3.03 2.44 -0.09
C 2.45 2.06 1.12
C 3.06 1.13 1.90
C 1.16 2.84 1.32
O 0.52 3.05 2.31
N 0.85 3.29 -0.02
C -0.10 2.32 -0.56
O 0.51 1.45 -1.53
C -0.24 0.29 -1.58
C 0.13 -0.88 -0.70
O -1.19 0.21 -2.32
C 2.09 3.46 -0.72
O 2.31 4.28 -1.57
H 4.83 -3.86 2.13
H 6.30 -3.02 1.28
H 3.58 -1.85 1.08
H 6.02 -0.35 2.04
H 4.69 -0.48 3.28
H 5.75 0.53 -0.05
H 5.59 3.10 -1.62
H 4.05 2.83 -2.51
H 6.52 1.12 -2.19
H 5.00 0.24 -2.28
H 6.04 0.43 -4.47
H 5.82 2.21 -4.47
H 3.29 0.13 -3.68
H 2.60 0.82 2.83
H -0.99 2.80 -0.97
H -0.44 1.69 0.28
H 0.90 -1.51 -1.14
H -0.75 -1.51 -0.55
H 0.44 -0.56 0.30
C -6.96 -0.64 -5.52
C -6.75 0.87 -5.85
C -5.83 1.10 -7.06
C -4.33 1.00 -6.78
C -3.95 1.83 -5.55
C -4.80 1.45 -4.34
N -6.26 1.56 -4.62
O -6.58 2.81 -4.69
C -4.38 0.03 -3.91
C -4.41 2.32 -3.14
C -8.15 1.33 -6.29
H -6.46 -0.96 -4.61
H -8.01 -0.86 -5.33
H -6.62 -1.27 -6.34
H -6.02 2.11 -7.44
H -6.11 0.42 -7.86
H -4.03 -0.04 -6.67
H -3.78 1.38 -7.65
H -2.89 1.68 -5.33
H -4.07 2.89 -5.78
H -4.95 -0.31 -3.04
H -3.33 0.03 -3.61
H -4.46 -0.71 -4.69
H -4.53 3.39 -3.34
H -3.36 2.16 -2.89
H -5.01 2.07 -2.26
H -8.86 1.29 -5.47
H -8.50 0.67 -7.08
H -8.14 2.34 -6.69
C 1.71 -3.04 7.86
C 2.20 -2.28 6.59
C 1.91 -0.77 6.65
C 0.49 -0.34 6.31
C 0.02 -1.00 5.02
C 0.18 -2.52 5.06
N 1.58 -2.92 5.40
O 2.33 -2.68 4.37
C -0.84 -3.06 6.08
C -0.26 -3.14 3.74
C 3.72 -2.42 6.65
H 0.84 -3.67 7.70
H 2.47 -3.73 8.21
H 1.48 -2.35 8.68
H 2.57 -0.26 5.94
H 2.19 -0.38 7.64
H -0.19 -0.57 7.14
H 0.46 0.75 6.19
H -1.02 -0.74 4.83
H 0.59 -0.59 4.18
H -0.77 -4.15 6.18
H -1.86 -2.83 5.74
H -0.76 -2.62 7.07
H 0.31 -2.75 2.89
H -1.31 -2.92 3.55
H -0.14 -4.22 3.76
H 4.04 -3.46 6.53
H 4.07 -2.08 7.63
H 4.23 -1.81 5.90

Summary:
E_HOMO (spin up / spin down)   -8.336 / -8.415 eV
Gap between HOMO and LUMO (spin up / spin down)   0.2960 / 0.2988 Eh
Largest force on an atom   2.79 eV Å⁻¹
DFT total energy   -2380.2864 hartree
Multiplicity   3
Net charge   0

Here are the Löwdin charges for atoms 1 to 99, given in e: number 1, C, carries 0.0037; number 2, C, carries -0.1696; number 3, C, carries -0.1290; number 4, C, carries -0.2171; number 5, C, carries 0.0245; number 6, C, carries -0.1342; number 7, C, carries -0.1239; number 8, C, carries -0.2863; number 9, C, carries -0.5315; number 10, S, carries 0.6978; number 11, C, carries -0.0376; number 12, C, carries -0.0683; number 13, C, carries 0.0375; number 14, C, carries -0.3361; number 15, O, carries 0.1525; number 16, N, carries 0.0570; number 17, C, carries -0.1154; number 18, O, carries 0.0044; number 19, C, carries -0.4865; number 20, C, carries 0.0305; number 21, O, carries 0.1302; number 22, C, carries -0.3113; number 23, O, carries 0.1632; number 24, H, carries 0.0565; number 25, H, carries 0.0540; number 26, H, carries 0.1033; number 27, H, carries 0.1202; number 28, H, carries 0.1142; number 29, H, carries 0.1283; number 30, H, carries 0.1315; number 31, H, carries 0.0895; number 32, H, carries 0.1091; number 33, H, carries 0.0896; number 34, H, carries 0.0584; number 35, H, carries 0.0773; number 36, H, carries -0.1454; number 37, H, carries 0.1287; number 38, H, carries 0.1448; number 39, H, carries 0.1376; number 40, H, carries 0.0931; number 41, H, carries 0.0902; number 42, H, carries 0.0772; number 43, C, carries -0.0254; number 44, C, carries -0.4767; number 45, C, carries -0.1399; number 46, C, carries -0.1742; number 47, C, carries -0.1347; number 48, C, carries -0.4893; number 49, N, carries -0.0765; number 50, O, carries -0.0142; number 51, C, carries -0.0458; number 52, C, carries -0.0387; number 53, C, carries -0.0565; number 54, H, carries 0.0530; number 55, H, carries 0.0765; number 56, H, carries 0.0884; number 57, H, carries 0.1204; number 58, H, carries 0.1201; number 59, H, carries 0.1050; number 60, H, carries 0.1123; number 61, H, carries 0.1255; number 62, H, carries 0.1265; number 63, H, carries 0.0930; number 64, H, carries 0.0656; number 65, H, carries 0.0650; number 66, H, carries 0.0809; number 67, H, carries 0.0736; number 68, H, carries 0.0913; number 69, H, carries 0.0898; number 70, H, carries 0.0904; number 71, H, carries 0.0778; number 72, C, carries -0.0224; number 73, C, carries -0.4728; number 74, C, carries -0.1364; number 75, C, carries -0.1694; number 76, C, carries -0.1371; number 77, C, carries -0.4918; number 78, N, carries -0.0717; number 79, O, carries -0.0275; number 80, C, carries -0.0475; number 81, C, carries -0.0415; number 82, C, carries -0.0517; number 83, H, carries 0.0544; number 84, H, carries 0.0783; number 85, H, carries 0.0901; number 86, H, carries 0.1148; number 87, H, carries 0.1226; number 88, H, carries 0.1064; number 89, H, carries 0.1152; number 90, H, carries 0.1256; number 91, H, carries 0.1146; number 92, H, carries 0.0924; number 93, H, carries 0.0896; number 94, H, carries 0.0646; number 95, H, carries 0.0720; number 96, H, carries 0.0866; number 97, H, carries 0.0920; number 98, H, carries 0.0917; number 99, H, carries 0.0928